No. 1
C6H16NOP | wB97M-V/def2-TZVPD

## Properties
Energy relative to the best compared isomer or geometry (same formula, charge and spin) (kJ/mol): 44.3
SMILES: CC[P@](N)(=O)C(C)(C)C
F_max (Eh/bohr): 0.0954
E_tot (Eh): -709.55080
Orbital gap (eV): 9.74

Geometry as XYZ:
```
25
Properties=species:S:1:pos:R:3:forces:R:3
C 0.70293 2.84763 -1.44061 0.3473 1.1440 -1.2905
C 0.83221 1.35476 -1.16636 -1.3335 1.3220 1.2804
P -0.36822 0.82846 0.09607 -0.0934 -4.7212 -1.3269
N -1.92526 0.58593 -0.59724 0.2212 0.4436 0.9416
O -0.25624 1.60811 1.30577 -0.2622 1.7564 1.7414
C 0.04983 -1.14089 0.57639 -1.4241 1.6861 -0.5894
C 0.89408 -0.97334 1.78038 -0.9480 1.8653 3.3530
C -1.28602 -1.81171 0.99244 -1.1676 2.2966 -2.9686
C 0.74393 -1.96308 -0.55207 0.3703 1.7163 3.0967
H 1.40269 3.04988 -2.31363 -0.1756 0.2205 1.5193
H -0.23388 3.26158 -1.90695 0.3082 -0.8767 0.9634
H 0.92576 3.36768 -0.48314 -0.0101 0.1609 -1.0529
H 1.80966 1.23322 -0.72092 0.2466 -0.4686 0.0854
H 0.73638 0.84788 -2.06329 -0.0416 -1.4769 -1.6607
H -2.67327 0.65432 0.11715 0.7802 -0.0859 -0.6328
H -2.21141 1.08892 -1.41501 0.1154 0.3908 -0.3015
H 1.77055 -0.31072 1.79015 -0.5438 0.3858 -0.5340
H 0.18209 -0.66701 2.66007 1.2851 0.4271 -1.6280
H 1.28538 -1.78056 2.31968 0.6032 -2.4921 -0.1846
H -1.93168 -1.93747 0.07905 0.7943 -0.1656 0.4816
H -1.99003 -1.22687 1.59110 0.6884 0.0309 0.6619
H -1.10784 -2.75610 1.35812 0.3594 -2.1601 1.2729
H -0.01160 -2.06301 -1.30528 0.2311 -0.6930 -0.8030
H 1.56781 -1.24809 -0.77030 -0.0742 -1.2481 -0.7063
H 1.09212 -2.84951 0.06843 -0.2767 0.5419 -1.7185
```
Positions in Å, forces in eV/Å.

No. 2
C24H43Cl2F5P2Pt | wB97M-V/def2-TZVPD

## Properties
Multiplicity: 5
F_max (Eh/bohr): 0.0326
E_tot (Eh): -3161.80505
Orbital gap (spin up / spin down) (eV): 4.56 / 5.07

Geometry as XYZ:
```
77
Properties=species:S:1:pos:R:3:forces:R:3
Pt -0.29501 -0.00564 0.05299 -0.9132 0.0328 0.3460
Cl -0.30774 -0.34720 -2.33861 0.2443 -0.1565 -0.9864
P -1.82426 1.71576 -0.24316 -1.2810 0.4506 0.3962
C -3.27156 1.25757 -1.34897 0.0464 0.2011 -0.1211
C -2.62746 2.28648 1.33591 -0.2733 0.2945 -0.1799
C -1.17561 3.24661 -1.07887 -0.0943 -0.2816 -0.1441
C -3.54084 -0.23854 -1.48137 0.2215 -0.2911 -0.0941
H -2.93188 1.62147 -2.33239 -0.1406 -0.0577 0.1638
C -4.59300 1.93469 -0.98065 -0.1793 0.1517 -0.1413
H -4.98289 1.52940 -0.03897 0.0368 0.1314 -0.1526
H -5.32346 1.69424 -1.76367 0.0772 0.0765 0.1519
H -4.53018 3.02423 -0.91044 -0.0882 -0.2360 0.1023
H -2.72510 -0.73248 -2.01455 -0.2533 -0.0113 0.2318
H -4.47087 -0.39513 -2.04516 0.1856 0.0733 0.0865
H -3.66771 -0.71854 -0.50551 0.0387 0.0409 -0.0491
H -0.84170 2.83271 -2.04698 -0.1184 0.1407 0.2076
C 0.03004 3.90117 -0.39798 0.3610 0.0401 -0.0497
C -2.27919 4.28387 -1.32365 0.0500 0.1429 -0.1693
H -3.04335 3.92967 -2.02211 0.1498 0.0875 0.1426
H -1.82552 5.18191 -1.76047 -0.0661 -0.1027 0.0433
H -2.76488 4.59001 -0.38644 0.1141 -0.0983 -0.2124
H 0.65982 3.18418 0.14242 -0.1778 0.2237 -0.1623
H -0.28159 4.68159 0.30683 0.1008 -0.2303 -0.1759
H 0.64740 4.38306 -1.16819 -0.1224 -0.0179 0.1508
C -3.02559 1.08386 2.18870 -0.0339 -0.1338 0.2213
H -3.54469 2.80222 1.02030 0.1557 -0.1423 0.0586
C -1.82325 3.28658 2.17054 0.2612 -0.0743 0.2367
H -3.72793 0.41131 1.67992 0.1763 0.0771 0.0365
H -3.50487 1.44231 3.11029 0.0394 -0.0976 -0.1933
H -2.13817 0.50599 2.47417 -0.2050 0.1704 -0.0601
H -0.83229 2.87729 2.39784 -0.2948 0.2973 -0.0268
H -2.34285 3.43150 3.12943 0.0485 0.0756 -0.2596
H -1.70581 4.26321 1.68386 -0.1247 -0.3062 0.1634
Cl 0.81229 1.30862 1.75310 0.6430 -0.0229 0.6375
H 1.42598 0.02728 -0.43086 0.8716 -0.8583 -0.0191
P 2.41263 -1.06816 -0.67822 0.3314 0.6385 0.2941
C 3.28362 -0.29064 -2.08705 0.0637 -0.2974 -0.2736
C 3.53143 -1.13647 0.76742 0.3435 -0.3286 -0.2235
C 1.89729 -2.75531 -1.18687 -0.2497 0.0126 -0.3058
C 3.10399 1.23251 -2.15225 -0.0540 0.1257 0.0241
H 2.76605 -0.72412 -2.95953 0.1610 0.0864 0.1890
C 4.76670 -0.67303 -2.12041 0.2579 0.0442 -0.3210
H 5.33911 -0.08532 -1.39349 -0.0843 -0.2027 -0.2056
H 5.15108 -0.43302 -3.11985 0.0558 -0.0503 0.2136
H 4.95042 -1.73822 -1.94040 0.0210 0.3495 -0.0211
H 2.06606 1.50761 -2.37647 0.1833 -0.1242 0.1406
H 3.73848 1.62319 -2.95973 -0.1430 -0.0910 0.1524
H 3.41291 1.72922 -1.22286 -0.1129 -0.1314 -0.1986
H 1.14806 -2.55188 -1.97178 0.3419 -0.0005 0.1905
C 1.23538 -3.62196 -0.11288 -0.4842 -0.1285 0.3044
C 3.10295 -3.50727 -1.75833 0.1521 -0.0104 -0.1350
H 3.49384 -3.03873 -2.66745 -0.0330 -0.2120 0.1619
H 2.80112 -4.53576 -1.99666 0.0293 0.2625 0.0104
H 3.90017 -3.56815 -0.99946 -0.1615 -0.0582 -0.3144
H 0.82316 -3.02570 0.70940 0.0265 -0.2862 -0.2499
H 1.93028 -4.37118 0.29412 -0.0953 0.3196 -0.0679
H 0.39745 -4.16685 -0.57652 0.3023 0.1580 0.1992
C 4.10833 0.23952 1.10976 0.0180 0.1917 0.1703
H 4.35250 -1.79702 0.43964 -0.1049 0.1836 0.0392
C 2.89502 -1.77032 2.00503 -0.2072 -0.0048 0.3132
H 4.67735 0.68682 0.28862 -0.1580 -0.0740 0.2330
H 4.79103 0.10443 1.95960 -0.1150 0.1123 -0.1819
H 3.30657 0.92532 1.41909 0.2655 -0.1886 -0.1084
H 1.99659 -1.22155 2.32221 0.2694 -0.1277 -0.1313
H 3.62207 -1.71392 2.82708 -0.1669 -0.0210 -0.1715
H 2.63987 -2.82337 1.85772 0.0832 0.2270 0.0455
F -1.80305 -2.80735 -0.89665 0.2488 -0.0714 0.5450
C -1.88503 -2.62342 0.45417 -0.3233 0.3363 -1.1595
C -1.14820 -1.61850 1.10223 0.6100 1.2822 -0.1872
C -1.02246 -1.80764 2.48932 0.9325 1.1071 0.0058
F -0.18302 -1.04659 3.23664 -1.0169 -0.9716 -0.9086
C -1.72200 -2.77541 3.20330 -0.3479 0.1997 1.3886
F -1.55955 -2.86667 4.53871 0.2445 -0.3756 -0.5286
C -2.56855 -3.64086 2.52577 0.0223 -1.4326 0.1543
F -3.27763 -4.55495 3.20359 -0.8995 0.1117 0.3199
C -2.65319 -3.55839 1.13838 -0.5240 -0.8744 -0.3203
F -3.44511 -4.41215 0.45781 0.8623 0.7253 0.7392
```
Positions in Å, forces in eV/Å.

No. 3
C19H43EuN8O7PS2Si | wB97M-V/def2-TZVPD

## Properties
Multiplicity: 7
F_max (Eh/bohr): 0.0597
Charge: +1
E_tot (Eh): -3852.00446
Orbital gap (spin up / spin down) (eV): 6.62 / 7.88

Geometry as XYZ:
```
82
Properties=species:S:1:pos:R:3:forces:R:3
Eu -1.20492 -1.41192 -1.02955 -0.2401 1.4684 -0.8298
C -1.79483 -1.43152 3.34409 1.1484 0.3046 -0.2977
C -2.15746 -0.72984 2.02602 0.2813 0.9830 0.8438
C -2.55371 0.74957 2.30134 -0.3766 -1.4832 -0.5116
C -3.19036 -1.41171 1.14961 -0.7912 0.6064 0.3106
O -0.93950 -0.71156 1.20458 -1.0566 -0.5154 0.0747
Si 0.68887 -0.59425 1.48373 1.0506 0.1577 -2.1044
S 1.34212 -0.79756 -0.55186 -0.0711 -0.0749 0.3249
O 1.37488 -1.74636 2.30985 -0.3961 -0.1604 1.1226
C 2.08957 -2.99772 2.45422 -1.4510 0.8615 0.0913
C 1.32382 -4.09431 1.66480 0.7896 0.4253 0.0106
C 2.15112 -3.24674 3.94539 0.9817 -0.7887 0.3364
C 3.45642 -2.72141 1.92008 0.7131 -1.0762 -1.4532
O 0.83279 0.87821 2.10078 0.5077 0.4175 0.8684
C 1.95283 1.50287 2.85220 -1.6445 0.2002 -0.8738
C 2.00890 0.84838 4.21202 -0.7455 -0.7150 0.0291
C 3.20425 1.38718 1.99843 0.0490 -0.2754 0.3804
C 1.44464 2.94007 3.05606 2.0937 -0.3886 -0.8358
H -2.61041 -1.75037 3.96817 -0.5753 0.1281 0.0669
H -1.13433 -0.75470 3.92321 -0.4815 -0.1915 -0.1475
H -1.15837 -2.29796 3.15980 -0.1978 -0.2173 -0.1860
H -3.41326 0.74455 2.97474 0.0607 0.1647 -0.0126
H -2.83238 1.20174 1.35531 -0.0654 0.2581 -0.0934
H -1.72352 1.26794 2.73526 0.4140 0.3200 0.2964
H -4.15291 -1.50821 1.69275 0.5346 -0.0092 -0.3832
H -2.86425 -2.40984 0.88996 0.0364 -0.6596 -0.0378
H -3.39252 -0.80475 0.23212 -0.0228 -0.3923 0.7231
H 0.24396 -4.17641 1.86501 0.4157 0.3327 0.1118
H 1.78630 -5.02550 1.94170 0.0562 -0.6536 0.1189
H 1.51836 -3.97898 0.58734 -0.2829 0.1771 0.2907
H 1.18224 -3.43593 4.40331 -0.0525 0.0576 -0.0460
H 2.69369 -2.45162 4.50179 -0.5173 -0.2988 -0.5372
H 2.78568 -4.14688 4.04745 -0.4007 0.1777 0.2959
H 3.34904 -2.48625 0.85108 0.1764 -0.0686 0.1930
H 4.11620 -3.61873 1.99855 -0.3670 0.7371 0.1056
H 3.89971 -1.85090 2.38008 0.1880 0.0238 0.4246
H 2.21361 -0.23319 4.13493 -0.1730 0.4616 0.0653
H 1.00431 1.02100 4.66850 0.7949 -0.3785 -0.1053
H 2.75450 1.29198 4.84925 0.3421 0.2899 0.2147
H 3.57924 0.34283 1.99749 -0.2755 0.5659 -0.2065
H 3.94062 1.99191 2.49792 0.6650 0.2571 0.0790
H 3.08851 1.76778 0.97008 -0.1828 -0.2608 0.4499
H 0.54905 2.95939 3.60905 -1.1206 -0.0049 0.5611
H 1.35299 3.45027 2.11396 -0.3912 0.1074 -0.5658
H 2.21253 3.49700 3.57375 0.1800 0.1980 0.4888
O -4.00772 -0.87754 -3.35354 -0.0188 0.3572 0.0686
S -2.96128 0.02812 -2.96053 2.8283 0.3806 1.1381
O -2.91852 1.36078 -3.56841 -0.5095 -1.5594 -0.1370
O -1.55284 -0.70366 -3.09651 -1.1719 -0.0416 -1.2174
O -2.81261 0.19644 -1.43526 -1.4515 -0.5018 -0.0157
C -0.21860 4.57099 -4.42630 -0.3792 1.0223 0.5124
N 0.68342 3.33905 -4.50541 0.2325 -0.4175 -1.5790
C 1.86450 3.51864 -3.54529 -0.0539 -0.7946 1.6922
N 1.38738 3.80120 -2.19332 1.6748 0.6898 -0.6647
C 0.49068 4.95736 -2.19728 0.8554 0.0726 -0.6664
N -0.65338 4.76388 -3.07965 -0.0586 1.1118 0.0479
C -1.61394 3.75966 -2.59031 1.7039 -0.0936 1.5001
P -0.63112 2.12639 -2.38483 -1.4349 -1.6356 1.1723
C -0.05228 2.04434 -4.15203 0.7720 0.5893 0.2529
C 0.86864 2.66897 -1.43171 -0.8062 0.5755 -1.1827
H -1.11631 4.48590 -5.05178 0.4704 -0.5550 -0.1501
H 0.36063 5.46542 -4.79667 -0.2929 -1.0071 0.4756
H 1.00206 3.23657 -5.49661 -0.0125 0.2615 0.9994
H 2.48282 4.34971 -3.84588 -0.0362 0.3309 -0.5361
H 2.48359 2.58289 -3.55817 -0.7148 0.7640 -0.0671
H 1.09641 5.82597 -2.58894 -0.7636 -0.6035 0.6248
H 0.16025 5.08143 -1.16719 -0.0566 0.4374 -0.1288
H -2.40482 3.65183 -3.30718 -0.3934 -0.3419 -0.1975
H -2.05821 4.07394 -1.58006 0.7116 -0.3684 -1.4714
H -0.96804 1.99949 -4.73908 0.0354 -0.0927 -0.0957
H 0.63496 1.21295 -4.44201 -0.6477 0.5122 0.5640
H 1.60417 1.86534 -1.28383 -0.2805 0.2158 -0.2103
H 0.52880 3.00846 -0.43546 0.2211 -0.1373 -0.3825
N -1.76918 -6.96436 -1.97267 -0.3718 1.5113 -0.1287
N -2.14600 -5.59290 -2.19915 0.6999 1.0058 0.4367
N -3.06374 -5.18293 -3.05562 -0.2662 -0.4059 0.6035
C -3.15767 -3.88112 -2.78404 -0.2526 0.0643 -1.0252
N -2.26274 -3.48648 -1.88568 0.1753 -1.7420 0.6123
N -1.63952 -4.59053 -1.47857 0.1805 -1.2489 -0.2940
H -2.05231 -7.55002 -2.77062 0.2708 0.7415 0.3375
H -0.76538 -6.98536 -1.75718 -0.5782 0.0440 -0.3858
H -3.84007 -3.17837 -3.24753 0.1196 -0.2091 -0.1529
```
Positions in Å, forces in eV/Å.